Density functional theory data (wB97M-V/def2-TZVPD) for a cluster of 22 separate species, C76H96Br28N8O16 in total.

```
224
Properties=species:S:1:pos:R:3:forces:R:3
H -8.27973 0.31295 2.87467 0.90 0.05 0.16
H 1.43553 -2.05386 7.71644 -0.28 0.26 -1.00
H 2.50023 1.16513 -2.35331 0.26 0.61 -0.11
H -4.94522 5.61334 1.64038 0.87 -0.54 0.87
H 6.81697 -4.48118 3.18475 1.24 -0.29 0.74
O 2.49808 4.81842 -5.33897 -0.09 0.39 0.01
C 2.71734 -10.14851 -4.62693 1.06 -0.20 0.76
H 1.37982 0.64368 3.54562 0.14 -0.27 0.39
H -0.09589 4.63231 -3.05495 1.03 0.41 0.40
C -5.33943 -2.36105 1.91994 0.21 0.75 -0.25
H -5.37851 -1.01188 -4.53968 -0.23 0.24 0.22
Br 5.20994 -2.04573 -6.64596 0.67 0.70 -0.25
O 1.41607 -5.64463 -4.51441 -0.02 -1.04 -0.61
H 5.75697 1.26507 3.56527 0.22 0.50 -0.09
Br -3.48500 0.82956 3.41253 0.16 -0.38 -0.20
H -5.00474 1.31127 5.24074 0.58 0.14 0.43
H -0.22263 0.78680 -6.83883 0.28 -0.13 0.58
H -0.90798 -0.93127 -2.17030 0.72 0.41 0.71
C -1.96794 5.60644 -3.38001 -0.76 1.36 -0.52
C -1.00494 -2.77286 3.22639 0.18 0.65 -1.56
C 4.07283 -9.77649 -4.34928 -1.24 0.04 -0.04
H -6.18046 -4.22483 2.49871 0.91 0.42 0.49
H 3.50374 2.82685 5.66816 0.49 -0.20 -0.18
C -0.69326 -0.88508 -5.59394 -0.64 0.58 1.40
C 6.35208 -3.61099 2.81052 -0.83 -0.03 -0.89
H -3.31209 3.95955 6.09845 -0.27 -0.33 -0.83
H 3.21846 5.32227 5.87834 -0.23 -0.18 -0.16
H -2.77705 6.41068 -7.37334 -0.39 -0.27 -0.15
H -7.23116 -0.92974 -6.92433 -0.45 -0.15 -1.10
Br 2.84009 3.76125 2.57152 -0.20 -0.02 0.18
O -2.82303 0.13585 -1.39155 -0.32 -0.29 -0.09
C -4.95965 4.71046 4.91327 -0.27 -0.21 -0.10
C -5.38412 5.19907 3.67844 -1.08 0.19 0.22
C 2.59896 3.11553 -3.33590 0.57 -0.01 1.75
H -2.23331 -3.84325 -4.55670 0.56 0.44 -0.48
N -1.57474 3.56735 3.99609 1.60 -1.89 2.18
H -6.21361 0.49584 -6.44508 0.28 -0.26 -0.48
C 1.86140 -0.42521 -0.26683 0.44 1.47 0.59
Br 1.43019 -7.58940 0.32490 -0.26 -0.52 -0.15
Br -7.50888 1.31501 5.00259 -0.39 0.28 0.27
Br 9.09558 -1.98180 -2.86975 0.32 0.22 0.15
Br 5.19467 -4.47396 1.53363 -0.87 -0.36 -0.92
H -6.03470 2.35218 2.56187 0.21 0.81 0.37
Br 8.19619 -1.66086 3.41651 -0.04 0.17 -0.20
N 2.69663 5.35323 -4.26163 -0.03 0.51 -0.37
C -5.44011 3.05906 -0.92722 0.69 -0.45 -0.04
H 1.66782 -2.90306 1.05107 -0.49 0.04 0.32
H -4.69979 2.74190 -0.21594 0.25 0.12 0.55
C 3.97248 3.96326 -1.04917 0.96 -0.77 0.93
H -0.63297 -1.98065 1.24503 -0.67 0.35 -0.55
H 2.71955 -3.48788 -7.88129 0.20 0.24 0.59
C 3.74414 4.87728 -2.04114 -0.64 0.08 -1.17
H -4.70787 -3.72885 3.47149 0.40 -0.27 0.37
C 2.87062 2.19703 -2.28835 -0.71 0.80 -0.90
H -2.57755 4.70477 1.91955 0.14 0.13 0.13
Br 1.84301 0.51712 -5.50264 1.48 -0.47 0.00
H 1.67060 -1.32284 -2.14729 -0.69 0.16 0.07
C 3.38820 -7.42792 -4.33603 -0.15 -1.36 0.15
O -1.20101 3.02534 5.05125 -0.87 0.82 -0.56
H 4.09224 5.90231 -2.03966 -0.01 -0.06 0.25
C -0.37498 -3.47477 4.19313 -0.12 -1.27 2.93
H 4.05773 -3.49311 -5.06259 0.11 -0.45 0.42
H -4.61928 -1.60748 2.27560 -0.53 -0.06 -0.34
H 2.45800 -11.20756 -4.63520 0.06 0.29 -0.25
C 1.95950 -5.76561 -0.07828 -0.03 -0.68 -0.69
Br -0.26650 -3.91064 -2.38657 -0.27 0.11 -0.01
C 6.55361 3.18491 2.76819 -0.87 -0.04 -1.34
C -0.76306 0.20521 -0.37415 -0.36 -0.05 2.21
C -1.84322 -4.99670 -2.82901 1.57 -1.87 0.97
C 1.41922 5.00535 1.91227 1.22 -0.88 1.46
N -3.65243 2.13848 -5.97926 -1.84 -0.05 0.59
C 0.26974 0.09653 5.30887 1.08 -0.24 0.12
C 0.78756 4.31177 0.79709 -0.98 0.18 -0.23
H 2.70986 -5.63162 0.67339 0.19 0.81 0.32
H -1.72598 -0.60323 -5.75013 -0.47 -0.21 0.22
C 2.46522 -1.58212 5.89445 -0.46 -0.76 0.13
Br -0.52410 5.55119 0.11962 -0.58 0.62 -0.60
C -5.57736 -3.39852 2.94697 -2.00 -1.03 -0.30
H -5.31962 3.32563 -4.53303 -0.40 0.12 0.04
H 5.64618 3.51731 2.19409 0.86 -0.05 0.79
C 1.12409 -0.75181 -1.38421 0.75 -1.42 0.20
C -7.30660 0.77309 3.15316 -0.93 -0.36 0.30
H -3.19298 -3.47936 -3.13376 -0.36 0.65 0.07
O -2.30527 -3.18149 5.53790 0.64 -0.45 -0.06
C 2.45548 4.35919 9.06795 1.17 -1.02 -2.19
C 2.38665 -0.83808 4.73844 0.56 0.00 0.44
H 2.03128 2.81649 -4.19023 -0.03 0.04 -0.33
C -4.00643 0.86364 5.29818 -0.07 0.26 -0.54
H 7.48906 1.20972 3.12134 -0.73 0.56 0.01
O 4.51635 0.77384 6.90150 -0.23 -1.01 -0.52
Br -8.12793 0.33974 -5.00807 0.14 -0.35 0.05
Br -4.59235 -3.14907 0.30585 0.23 -0.05 -0.02
C -0.23392 -0.55307 -1.36868 -0.61 -0.03 -2.22
Br -1.78268 2.96562 -3.28923 -0.11 -1.53 0.15
Br 3.30063 -4.01754 -1.95185 0.00 0.76 0.14
O -2.70371 0.94456 0.60033 -0.22 -0.33 -0.30
O -4.43635 1.46400 -5.31124 0.84 -0.21 -0.21
H -4.53800 7.29496 -6.01162 -0.23 0.65 0.12
C 3.05004 4.66231 6.71882 0.23 -1.86 -0.91
H -0.51538 -0.63884 7.13870 -0.16 0.06 0.31
C -6.71023 -0.41944 -6.16182 -0.21 0.83 1.08
H 5.67693 -3.16964 3.52011 0.16 0.24 0.23
H -0.52495 0.79922 5.13422 -0.17 0.04 -0.14
C 6.50863 1.67850 2.87968 0.76 -1.04 0.53
H 2.24925 4.84224 9.98323 -0.56 0.23 0.85
Br -1.24454 7.28337 -4.09020 -0.19 0.45 0.30
Br -4.86659 -0.33833 7.63728 -0.49 0.32 1.07
H 2.86856 2.42238 9.94820 0.06 0.14 -0.88
C 2.55349 -5.73463 -1.46903 1.60 -0.29 0.59
H 3.78687 1.83937 -0.48035 0.20 0.20 0.87
C -0.00374 0.42711 -5.81547 -0.87 0.17 -1.02
H -3.23597 1.50912 5.73237 -0.44 -0.25 0.28
N -1.19612 -3.69611 5.47075 0.88 -0.06 0.40
C -5.57296 2.02915 -1.98722 -0.65 -0.40 -1.10
H -6.30745 -1.95953 1.61413 0.41 0.32 -0.03
C 0.91642 -3.97849 4.18366 -0.17 0.81 -1.14
H 2.31698 6.18189 7.92343 -0.20 0.43 0.21
H 3.30099 -2.24383 6.08777 -0.02 0.30 -0.03
H 4.86737 -10.52334 -4.14705 -0.75 0.51 -0.46
Br -6.88842 -2.66165 4.24004 0.45 -0.11 0.07
O 3.30300 0.36388 8.70371 0.73 0.75 -2.57
O 4.47015 -1.64772 4.17245 -1.40 1.13 -0.51
H 2.64031 -4.10265 2.81241 -0.12 -0.01 0.63
C 3.05087 4.42548 -3.16738 -0.55 -0.35 -0.04
H -0.65676 4.61972 -4.75487 0.20 0.01 -0.39
C 1.36775 0.02644 4.44700 -1.26 0.70 -0.56
Br -4.10017 -5.30097 -4.46704 -1.00 -0.91 -0.24
H -0.59691 1.13166 1.58499 0.23 0.03 -0.20
H -2.33549 4.00609 -7.55512 -0.13 -0.27 0.35
C 1.06127 -3.06493 1.95219 -1.89 0.78 -0.15
H -4.81347 -1.19442 5.40356 0.28 0.52 -0.33
Br 6.04412 0.86264 1.17688 0.09 0.21 -0.49
H -1.43053 -5.94996 -3.22162 -0.35 0.76 -0.08
H -2.23367 5.70025 -2.31547 0.50 0.01 -0.51
C -3.68285 4.19240 5.08613 -0.09 0.40 0.95
O 3.53140 -0.18859 2.89862 0.18 0.86 -1.35
C -0.06610 0.64130 0.77240 1.85 -0.12 -1.16
H 1.37768 -4.42203 5.03847 -0.11 -0.38 0.33
H 6.64914 -1.21028 -4.11575 -0.10 0.07 0.19
H 5.42633 -8.07221 -4.20144 -0.99 -0.49 0.17
H 6.19891 -2.63360 -3.21323 -0.15 -0.77 0.14
H -6.14900 2.42807 -2.81788 -0.02 -0.14 -0.09
H 7.35334 -1.74981 -1.15692 -0.25 -0.33 0.62
C 1.62937 -3.74246 3.00428 0.39 -0.48 -0.08
C -0.92106 4.62864 -3.71614 -0.80 -0.86 0.37
H -6.31391 -2.33650 -5.26387 -0.26 0.06 0.23
H 1.48101 4.13814 -0.00819 0.00 -0.55 -0.15
H 0.65457 -9.47639 -4.88490 0.86 0.34 -0.11
C 3.07189 -3.88026 -6.92040 -0.99 -1.45 0.73
O -2.72442 1.73730 -6.60210 1.51 -1.30 -0.65
H -1.97978 -2.36540 3.41624 -0.26 0.04 -0.13
H -0.58224 -1.26203 -4.55024 0.12 0.10 -0.88
H -6.36055 3.33025 -0.48274 -0.90 -0.09 0.59
H -2.27891 -5.21512 -1.86152 -0.22 -0.02 0.05
H 2.22666 -4.22211 -6.26021 0.43 -0.36 -1.32
H -0.40198 1.13179 -5.10367 -0.46 0.20 0.10
C 4.36475 -8.41693 -4.26428 1.56 0.54 0.01
O 0.02491 -7.13242 -5.23357 0.54 0.13 -0.10
H 2.01041 5.81513 1.58924 0.33 1.22 -0.18
C 6.37169 -1.58606 -3.13124 1.25 1.11 0.69
C 3.53913 2.62984 -1.15801 0.08 0.14 -0.94
C -2.87628 4.16711 3.97883 0.12 1.30 -1.51
H 4.61818 4.24419 -0.21221 -0.41 -0.07 -0.11
H -6.47508 0.07105 3.20964 -0.32 -0.17 -0.26
C -3.24519 4.76905 2.76831 0.28 -1.44 -0.45
H -5.86615 5.78631 -4.56269 -0.93 0.47 0.84
C 3.32021 2.52937 7.79658 -0.96 -0.99 -0.68
Br -4.35574 -1.83551 -6.54484 1.05 -0.27 -0.96
Br -4.86003 4.70255 -1.73366 0.26 0.55 -0.01
C -2.73259 -4.25476 -3.71084 -0.12 0.96 -0.27
Br -0.42076 -2.28391 -6.84167 0.51 -0.50 -0.39
C -4.53554 5.19416 2.59803 -0.51 1.17 -1.03
C 1.71371 -9.19162 -4.74854 0.04 -0.54 0.85
H 1.04210 -5.20297 0.03792 0.26 0.41 0.04
C 7.48829 -1.24059 -2.08294 -1.21 -0.27 -1.61
C -4.11370 -0.50473 5.89197 -0.38 -0.81 -0.01
H 0.80023 5.20149 2.78582 0.01 0.09 -0.36
C 2.86741 3.00996 9.01532 -0.32 1.41 0.97
N 3.69370 1.05813 7.72850 -0.22 1.20 3.14
Br 4.19121 -5.43409 -7.39797 -0.31 0.22 0.17
C -3.44310 5.71294 -6.85852 1.75 -0.18 -0.17
H -6.59453 1.33058 1.33964 -0.18 0.09 -0.54
N 3.52586 -0.88533 3.86405 1.80 -1.79 1.11
N -2.21421 0.39778 -0.37976 0.05 1.18 0.08
C 2.54902 5.13686 7.88147 -0.01 0.30 2.10
Br -6.54336 0.44479 -1.44527 -0.25 -0.17 0.50
C -3.11007 4.35109 -6.87990 -1.47 0.79 0.15
C 0.31808 -0.67309 6.45998 -0.44 -0.37 -0.09
O -0.87202 3.49854 3.01314 -0.43 0.54 -0.71
C 1.34825 0.40208 0.76270 -2.16 -1.31 -0.76
C 1.37537 -1.53864 6.73136 0.23 0.18 1.57
C -4.40280 6.24023 -6.02217 -0.34 -0.82 -0.10
C 3.72570 -2.98332 -5.94235 -0.95 0.83 -0.30
H -5.62670 4.63474 5.75028 -0.30 0.36 0.23
H 1.97370 0.66206 1.58598 0.20 0.26 0.31
C -0.29174 -2.56482 2.06026 2.47 -0.70 0.03
C -3.92906 3.54089 -6.07318 0.95 1.06 -0.17
C -5.82544 -1.38718 -5.44930 -0.31 -0.13 0.93
H 7.54181 -0.16675 -1.90907 0.34 -0.12 -0.21
H -4.66178 1.58648 -2.35203 0.53 0.41 -0.03
H 0.16399 3.51696 1.16155 0.38 -0.73 -0.39
Br 6.54323 4.00072 4.51166 -0.01 0.06 0.11
C 2.08461 -7.87965 -4.48425 0.12 1.09 -1.73
H 7.44187 3.52769 2.22092 -0.26 -0.14 0.32
H -6.37964 5.63606 3.46521 0.50 -0.59 0.76
H -3.22180 -1.05944 6.10944 0.72 0.11 -0.52
N 1.12093 -6.80959 -4.80729 -1.09 0.66 1.20
C -6.92732 1.86606 2.22245 0.84 -0.95 -0.46
H 2.89828 -2.30761 -5.66130 0.73 0.29 0.06
C -4.88213 4.03092 -5.21304 -0.06 0.60 -0.29
H 3.45944 -6.35450 -1.55870 -0.63 -0.14 0.35
C 7.14837 -2.61425 2.03204 1.06 0.17 1.07
O 2.59832 6.56118 -4.06016 0.30 -1.12 0.25
H 6.52093 -1.88499 1.54043 -0.03 0.11 -0.05
C -5.14985 5.39415 -5.21900 0.75 -0.49 -0.47
C 3.33371 3.27786 6.62571 -0.01 0.72 0.68
Br -8.29203 3.07381 1.69560 -0.30 0.40 0.10
H 7.93780 -3.01030 1.39054 -0.51 -0.18 -0.06
H 3.60922 -6.37328 -4.30334 0.03 -0.01 0.00
Br 4.71169 -0.72425 -2.64926 -0.18 0.05 0.05
H -2.89057 5.43369 -3.95476 0.46 0.03 0.25
O -0.66812 -4.34045 6.37570 -0.71 0.70 -1.05
H 1.91591 -5.96462 -2.27599 -1.03 -0.30 -0.53
H 2.89564 -0.76208 -0.25789 0.02 0.28 0.24
```
Positions in Å, forces in eV/Å.

Summary:
largest force on an atom	0.066	Eh/bohr
charge	0
HOMO energy	-9.81	eV
LUMO	-1.3503	eV
gap between HOMO and LUMO	8.46	eV
total energy	-2086220.376	eV